{
  "formula": "C45H112N7O15Zn",
  "method": "the ωB97M-V functional and the def2-TZVPD basis",
  "relative_energy_kj_mol": 550.2,
  "homo_lumo_gap_ev": 4.140,
  "charge": 1,
  "symbols": ["Zn", "C", "C", "C", "O", "H", "H", "H", "H", "H", "H", "H", "C", "O", "C", "C", "N", "C", "C", "O", "C", "H", "H", "H", "H", "H", "H", "H", "H", "H", "H", "H", "H", "H", "H", "H", "C", "O", "C", "C", "N", "C", "C", "O", "C", "H", "H", "H", "H", "H", "H", "H", "H", "H", "H", "H", "H", "H", "H", "H", "C", "O", "C", "C", "N", "C", "C", "O", "C", "H", "H", "H", "H", "H", "H", "H", "H", "H", "H", "H", "H", "H", "H", "H", "C", "O", "C", "C", "N", "C", "C", "O", "C", "H", "H", "H", "H", "H", "H", "H", "H", "H", "H", "H", "H", "H", "H", "H", "C", "O", "C", "C", "N", "C", "C", "O", "C", "H", "H", "H", "H", "H", "H", "H", "H", "H", "H", "H", "H", "H", "H", "H", "C", "O", "C", "C", "N", "C", "C", "O", "C", "H", "H", "H", "H", "H", "H", "H", "H", "H", "H", "H", "H", "H", "H", "H", "C", "O", "C", "C", "N", "C", "C", "O", "C", "H", "H", "H", "H", "H", "H", "H", "H", "H", "H", "H", "H", "H", "H", "H"],
  "coordinates": [[-2.0034, 2.0079, 2.5845], [0.3242, 1.3501, -0.2075], [-0.8165, 0.3854, 0.0678], [-0.3545, -1.0674, 0.1770], [-1.4832, 0.6922, 1.2595], [1.1578, 1.2503, 0.4916], [-0.0902, 2.3581, -0.1644], [0.7514, 1.1400, -1.1908], [-1.5373, 0.5845, -0.7353], [-1.2229, -1.7183, 0.2206], [0.3120, -1.1645, 1.0362], [0.3213, -1.3197, -0.6440], [0.5952, -5.8674, -1.9897], [0.9454, -6.0692, -0.6376], [-0.0162, -5.5263, 0.2863], [-1.4518, -6.0650, 0.2318], [-2.1891, -5.5110, 1.3795], [-2.3698, -4.0743, 1.5062], [-2.8520, -3.6957, 2.8887], [-4.1817, -4.1631, 3.0366], [-5.0517, -3.3737, 3.8362], [0.9657, -4.9892, -2.5266], [-0.4266, -6.1396, -2.2568], [1.1799, -6.6662, -2.4619], [0.0209, -4.4544, 0.0445], [0.4391, -5.5880, 1.2743], [-1.2292, -7.1096, 0.4489], [-1.8227, -5.7588, -0.7474], [-2.9268, -6.1288, 1.6715], [-3.0714, -3.7043, 0.7443], [-1.4121, -3.6437, 1.2142], [-2.7955, -2.6069, 3.0136], [-2.3051, -4.1512, 3.7188], [-6.0585, -3.7547, 3.7012], [-4.8546, -2.3280, 3.5773], [-4.6785, -3.4791, 4.8612], [-5.5056, -5.2936, -0.0278], [-5.2707, -4.4095, -1.1374], [-6.3032, -4.2596, -2.0784], [-6.2385, -2.9846, -2.8920], [-5.8024, -1.8612, -2.0219], [-5.0549, -0.8336, -2.7532], [-3.5802, -1.0062, -2.4092], [-2.9861, -2.1636, -2.9462], [-1.9839, -2.8779, -2.2859], [-6.0777, -6.1100, -0.4819], [-5.9937, -4.6591, 0.7067], [-4.6427, -5.8737, 0.2919], [-7.2193, -4.1670, -1.4815], [-6.4002, -5.1023, -2.7676], [-7.2041, -2.6611, -3.2921], [-5.6526, -3.0797, -3.8136], [-5.1522, -2.3998, -1.4534], [-5.4537, 0.1342, -2.4426], [-5.1811, -0.9334, -3.8332], [-3.5101, -1.0208, -1.3114], [-2.9007, -0.1878, -2.6859], [-1.0573, -2.3063, -2.3896], [-1.9045, -3.7890, -2.8843], [-2.2065, -3.2366, -1.2773], [7.6451, 7.4264, -5.3168], [7.3174, 6.1494, -4.8235], [6.0187, 5.7557, -5.2200], [5.4281, 4.5102, -4.6011], [5.1289, 4.7528, -3.1778], [4.3012, 3.7946, -2.4645], [2.8159, 4.0690, -2.6310], [2.3227, 4.7834, -1.5188], [0.9226, 5.0755, -1.6633], [7.3169, 7.5790, -6.3504], [8.7090, 7.6445, -5.2698], [7.1121, 8.1931, -4.7442], [6.1730, 5.4548, -6.2692], [5.3693, 6.6331, -5.2838], [6.1697, 3.7041, -4.5483], [4.5717, 4.1361, -5.1584], [5.9260, 5.1231, -2.6884], [4.6053, 3.7962, -1.4177], [4.5089, 2.7695, -2.7988], [2.3544, 3.0746, -2.5303], [2.6320, 4.5003, -3.6174], [0.7558, 5.4996, -2.6569], [0.5256, 5.8301, -0.9883], [0.4460, 4.0976, -1.5702], [-3.4754, 2.8523, -1.2447], [-3.5956, 3.1544, 0.1355], [-4.9171, 3.1556, 0.6017], [-4.9027, 3.0219, 2.1123], [-4.1754, 1.8571, 2.6915], [-4.7386, 0.5480, 2.2353], [-6.1984, 0.3040, 2.5914], [-6.2089, 0.4632, 4.0131], [-7.5377, 0.3960, 4.5273], [-2.5262, 3.0587, -1.7351], [-4.2643, 3.2820, -1.8653], [-3.5877, 1.7633, -1.3168], [-5.4293, 2.2684, 0.2110], [-5.5124, 4.0459, 0.3866], [-5.8832, 3.1824, 2.5620], [-4.3187, 3.8624, 2.5022], [-4.7118, 1.8041, 3.5674], [-4.1174, -0.2924, 2.5587], [-4.5152, 0.3563, 1.1799], [-6.4746, -0.7326, 2.3989], [-6.7904, 1.0407, 2.0431], [-8.1788, -0.2728, 3.9461], [-8.1062, 1.3291, 4.4821], [-7.4150, 0.0393, 5.5468], [2.1622, 2.5702, 3.2077], [2.4252, 2.2211, 4.5476], [3.7913, 1.9411, 4.8067], [3.9310, 1.6424, 6.2681], [2.8560, 0.8804, 6.8811], [2.6013, -0.4730, 6.3065], [1.6990, -1.1714, 7.3280], [0.5835, -0.3504, 7.7502], [-0.1809, -0.9869, 8.7422], [1.0951, 2.5243, 3.0104], [2.7731, 1.8182, 2.6888], [2.5715, 3.4897, 2.7718], [4.4273, 2.7186, 4.3772], [4.1441, 1.0111, 4.3325], [3.8606, 2.6392, 6.7200], [4.8894, 1.1784, 6.5261], [3.0857, 0.8111, 7.8628], [3.5001, -1.0763, 6.1422], [2.0793, -0.4143, 5.3520], [2.2376, -1.6588, 8.1429], [1.2915, -2.0167, 6.7602], [0.1754, -0.8763, 9.7705], [-0.3927, -2.0375, 8.5255], [-1.1565, -0.4946, 8.7715], [2.2320, -2.8564, -5.3509], [2.2007, -1.5271, -4.8966], [1.0694, -1.1749, -4.1160], [0.0109, -0.4743, -4.9485], [-0.8497, -1.4381, -5.6202], [-1.7139, -0.7381, -6.5920], [-2.8978, 0.0247, -5.8901], [-3.8239, 0.4998, -6.8329], [-4.6891, 1.4600, -6.2166], [3.1083, -2.9602, -5.9845], [1.3024, -3.1560, -5.8443], [2.2705, -3.5963, -4.5395], [1.3164, -0.4603, -3.3212], [0.7571, -2.0434, -3.5271], [0.5123, 0.1701, -5.6703], [-0.5871, 0.1942, -4.3111], [-1.4029, -1.9551, -4.9474], [-2.0018, -1.5363, -7.2753], [-1.1505, 0.0249, -7.1267], [-2.5142, 0.8524, -5.2857], [-3.3514, -0.7157, -5.2218], [-4.1448, 2.3880, -6.0073], [-5.1553, 1.2202, -5.2569], [-5.5029, 1.8094, -6.8506], [4.0921, -0.5437, -1.2754], [5.0429, 0.3766, -0.7164], [4.5029, 1.2991, 0.2154], [5.6451, 2.0915, 0.8868], [6.1964, 1.1668, 1.8698], [7.2762, 1.8259, 2.5576], [7.6549, 1.2074, 3.9274], [8.4688, 0.0884, 3.7199], [8.8220, -0.4983, 4.9449], [3.6786, -1.1094, -0.4329], [4.8019, -1.2149, -1.7549], [3.2974, -0.1179, -1.8870], [3.9167, 0.6983, 0.9162], [3.8798, 2.0124, -0.3368], [5.2265, 2.9990, 1.3207], [6.4288, 2.3479, 0.1658], [6.6047, 0.3208, 1.4923], [7.1085, 2.9008, 2.6729], [8.2456, 1.8956, 2.0393], [6.7398, 0.9389, 4.4705], [8.1724, 1.9802, 4.5076], [9.6162, -1.2367, 4.8455], [7.9003, -0.9429, 5.3374], [9.2122, 0.2051, 5.6893]],
  "forces_ev_per_a": [[-0.89, -2.10, -2.61], [0.22, -0.28, -0.04], [0.74, 0.55, 0.15], [0.46, 0.68, -0.38], [-1.26, 1.33, 2.57], [-0.17, 0.02, 0.26], [0.25, 0.13, -0.13], [-0.13, 0.25, -0.13], [-0.05, -0.56, -0.17], [0.23, -0.22, 0.09], [-0.44, -0.02, 0.37], [-0.42, -0.13, -0.37], [1.16, -2.09, -0.93], [-1.26, 0.16, 0.51], [1.27, 1.67, -0.67], [1.60, 1.03, 1.37], [0.75, -0.78, -0.17], [0.04, -1.13, -0.68], [-0.36, 0.06, 0.41], [-0.74, -0.16, -0.91], [2.11, -0.33, 0.17], [-0.33, 0.68, 0.76], [-0.19, 0.48, 0.26], [-0.10, 0.06, -0.32], [-0.42, 0.22, 0.18], [-0.23, -0.47, 0.07], [-1.05, -0.36, -0.65], [-0.61, -0.73, -0.08], [-0.33, 0.45, 0.09], [-0.38, 0.25, 0.19], [0.02, 0.30, 0.62], [-0.12, 0.12, -0.07], [0.62, 0.03, -0.32], [-0.06, 0.31, 0.05], [-0.79, 0.20, -0.11], [-0.65, 0.04, 0.31], [-0.93, -0.21, -2.09], [2.20, 0.34, -0.41], [-1.70, -0.09, 0.67], [-0.03, 1.39, -0.43], [0.27, -1.36, -0.52], [0.45, -0.75, 0.18], [1.40, 0.76, 0.95], [-1.89, -0.37, -0.75], [0.21, -0.27, -0.78], [-0.90, 0.11, 0.73], [-0.11, -0.77, 0.58], [0.60, 1.04, 0.17], [-0.29, -0.32, -0.19], [0.11, -0.23, 0.18], [-0.39, -0.77, 0.22], [0.64, -0.14, 0.33], [0.23, 0.69, 0.48], [0.44, 0.26, -0.13], [-0.17, 0.03, 0.00], [-0.05, -0.18, 0.18], [-0.48, 0.49, -0.27], [0.20, -0.25, 0.61], [0.32, 0.01, 0.04], [-0.13, 0.59, 0.17], [-0.67, 0.61, -0.05], [0.29, -0.39, 1.04], [0.35, -0.31, -2.63], [1.18, 0.16, 2.54], [-1.12, 0.68, -0.30], [1.03, 0.41, -0.49], [0.26, -1.55, 1.16], [-0.45, 1.66, 0.12], [1.02, -0.56, -0.86], [0.10, -0.31, -0.17], [0.06, -0.46, 0.21], [0.06, 0.07, 0.14], [-0.37, 0.13, -0.26], [-0.38, -0.19, 0.62], [0.19, -0.07, -0.96], [-0.16, 0.35, 0.02], [0.05, -0.25, 0.06], [-0.33, 0.19, 0.10], [-0.05, -0.12, -0.17], [-0.38, -0.06, -0.67], [-0.28, 0.28, 0.14], [-0.17, -0.22, -0.17], [0.50, -0.27, 0.58], [-0.73, 0.22, -0.02], [-0.69, -1.52, -0.55], [0.72, 1.10, 0.22], [-0.37, -1.28, 0.66], [1.27, 1.68, -0.10], [-1.31, -0.91, 0.68], [1.33, -1.87, -2.12], [1.55, 0.42, 0.76], [-0.86, 0.63, -0.74], [-0.24, -0.19, 0.20], [0.26, 0.56, 0.80], [-0.06, 0.33, 0.24], [-0.10, -0.05, -0.26], [-0.22, 0.14, -0.32], [0.24, 0.13, -0.41], [-0.19, -0.53, -0.23], [-0.18, 0.27, -0.15], [1.27, 0.39, 1.00], [0.01, 0.36, 1.08], [-0.55, 0.78, -0.32], [-0.10, 0.12, -0.62], [-0.60, -0.19, 0.27], [0.37, -0.49, 0.08], [0.53, 0.38, 0.20], [-0.40, 0.10, 0.03], [1.73, -1.31, -0.34], [-0.37, 1.06, 0.34], [-0.24, -1.62, -0.77], [-0.09, 1.57, 1.26], [0.00, -0.72, -1.42], [-0.38, 1.36, 1.81], [-0.93, -0.73, -1.17], [1.29, -0.63, -0.08], [-1.07, 0.23, 0.16], [-0.09, -0.23, -0.02], [-0.88, -0.23, -0.97], [-0.09, 0.57, 0.87], [0.19, 0.25, 0.59], [-0.53, 0.04, -0.83], [0.37, -0.19, 0.53], [0.35, 0.30, -0.50], [-0.21, -0.22, 0.06], [0.14, -0.09, 0.12], [-0.02, 0.39, -0.01], [0.14, 0.62, 0.43], [-0.26, -0.26, 0.18], [0.64, -0.15, -0.14], [0.28, -0.12, -0.04], [0.01, 0.09, -0.23], [-0.67, -0.69, 0.26], [-0.02, 0.56, 0.53], [0.40, 0.34, 0.22], [-0.53, -0.89, 0.76], [0.37, 1.22, -0.89], [-0.54, -0.10, 0.84], [0.79, -1.42, -0.54], [-1.07, 0.64, 0.60], [0.25, 1.06, -0.19], [-0.13, -0.06, -0.08], [0.13, 0.41, -0.58], [0.51, 0.24, 0.35], [0.80, 0.11, -0.22], [-0.55, -0.21, -0.40], [0.08, -0.19, -0.13], [0.14, 0.12, 0.27], [-0.13, 0.08, 0.03], [-0.74, 0.50, -0.26], [0.31, -0.31, -0.18], [0.15, 0.04, 0.01], [-0.27, 0.15, 0.16], [0.40, -0.03, 0.00], [0.20, -0.89, 0.00], [0.12, -0.66, -0.52], [1.70, -0.19, 1.50], [-0.19, 0.41, -0.29], [0.32, 0.54, -1.17], [-0.72, -2.48, -0.77], [0.63, 1.04, 1.19], [1.57, 0.31, 1.49], [-0.74, 0.90, -0.90], [0.64, 0.11, -0.18], [-0.34, -0.27, 0.52], [-0.46, -0.03, -0.09], [-0.75, -0.20, -0.79], [0.23, 0.19, -0.23], [-0.08, 0.48, 0.46], [-0.42, -0.08, 0.14], [0.18, -0.10, 0.41], [-0.33, 0.31, -0.37], [-0.52, 0.02, -0.65], [-0.75, -0.12, 0.39], [-0.08, -0.55, -0.54], [-0.04, -0.12, 0.06], [0.18, -0.09, 0.12], [-0.27, -0.16, -0.50], [0.28, -0.29, 0.41], [-0.19, 0.37, -0.17]]
}

{
  "formula": "C2H3BrFNO2",
  "method": "the ωB97M-V functional and the def2-TZVPD basis",
  "relative_energy_kj_mol": 93.4,
  "homo_lumo_gap_ev": 9.874,
  "charge": 0,
  "smiles": "C=C(F)[N+](=O)[O-].Br",
  "symbols": ["C", "C", "N", "O", "O", "F", "Br", "H", "H", "H"],
  "coordinates": [[0.2948, -1.0854, -0.6135], [1.0172, -0.0239, -0.3052], [0.5875, 1.1637, 0.5700], [-0.3873, 1.0142, 1.2400], [1.3242, 2.1124, 0.5908], [2.0710, 0.2693, -0.9914], [-3.2919, -0.2977, 0.2978], [0.8290, -1.7311, -1.1955], [-0.4671, -1.5289, -0.0297], [-1.9774, 0.1075, 0.4367]],
  "forces_ev_per_a": [[0.30, 1.05, 2.37], [-1.89, 0.90, -0.21], [1.93, -1.05, -0.56], [-1.47, -0.31, 0.59], [0.10, 0.18, -0.33], [1.25, 0.61, -0.24], [-1.23, -0.42, -0.20], [1.01, -1.65, -1.99], [-0.99, 0.28, 0.34], [0.99, 0.42, 0.23]]
}

{
  "formula": "C4H15NO2",
  "method": "the ωB97M-V functional and the def2-TZVPD basis",
  "relative_energy_kj_mol": 237.9,
  "homo_lumo_gap_ev": 9.984,
  "charge": 0,
  "smiles": "CNC(C)C.O.O",
  "symbols": ["C", "N", "C", "C", "C", "H", "H", "H", "H", "H", "H", "H", "H", "H", "H", "H", "H", "H", "O", "H", "H", "O"],
  "coordinates": [[-0.0067, 1.3381, 1.9289], [-0.4265, 0.5167, 0.7108], [1.0029, -0.2630, -1.0318], [0.6445, -0.5265, 0.4660], [0.1164, -1.9377, 0.7293], [-0.6611, 1.1722, 2.8048], [0.0765, 2.4152, 1.6813], [0.9353, 0.9075, 2.2586], [-1.3467, 0.0956, 0.8470], [1.7768, 0.4603, -1.1545], [0.2252, 0.3801, -1.5092], [0.9938, -1.1832, -1.5498], [1.6287, -0.3250, 0.9831], [0.5490, -2.7635, 0.1315], [-1.0137, -1.9653, 0.6970], [0.5059, -2.3307, 1.6582], [-0.8757, 2.2796, -1.7247], [-0.2230, 2.4086, -0.4106], [-0.4645, 2.9777, -1.1950], [-1.2826, -1.2238, -1.3136], [-0.7729, -1.4713, -2.7753], [-1.3816, -0.9616, -2.2321]],
  "forces_ev_per_a": [[-0.94, -0.75, -0.25], [1.65, 0.54, 2.38], [-1.73, 1.37, 0.43], [-0.18, 0.92, -2.20], [-0.05, -0.76, 0.01], [-0.08, 0.41, -0.52], [-0.03, -0.62, 0.31], [0.22, 0.62, 0.00], [0.50, 0.08, 0.18], [1.61, -0.38, 0.02], [0.21, -1.06, 0.59], [1.07, -0.75, -0.95], [-1.52, -0.20, 0.13], [-0.42, 0.78, -0.74], [1.26, -0.24, 0.13], [-0.62, 0.40, 1.00], [-0.08, 0.37, -0.23], [-0.33, 0.84, -0.93], [0.28, -1.28, 1.07], [0.22, -0.22, -0.24], [-0.03, -0.07, 0.34], [-1.04, 0.02, -0.52]]
}

Number 1: calculated total energy -138020.98953 eV. Number 2: calculated total energy -80463.38879 eV. Number 3: calculated total energy -9974.62021 eV.